1.
Computed, not measured: C25H65CuO24S7 as an isolated structure at a distorted geometry, with ωB97M-V with the def2-TZVPD basis set.

The geometry in XYZ format:
```
122
Properties=species:S:1:pos:R:3:forces:R:3
Cu -2.116 -0.662 -2.364 1.110 -0.797 1.410
C 0.143 -0.880 0.881 -0.360 0.481 -1.747
C 0.085 0.404 -0.045 -1.170 -0.481 -0.641
O -1.028 0.587 -0.854 -0.211 -0.420 0.564
H 0.047 -1.749 0.230 -0.313 -0.123 -0.152
H -0.721 -0.895 1.546 0.252 0.074 0.396
H 1.127 -1.011 1.331 -0.045 0.327 0.620
H 0.951 0.389 -0.707 1.042 -0.274 -0.100
H 0.217 1.283 0.585 0.220 0.372 0.575
O -0.913 -5.668 -0.854 1.859 2.026 -0.969
C 0.014 -4.618 -1.012 -0.977 -0.747 0.175
C -0.318 -3.338 -1.999 -4.555 1.992 -0.540
O -1.675 -2.845 -1.958 2.348 -0.414 0.327
H 0.999 -4.896 -1.387 0.162 -0.782 -0.550
H 0.246 -4.222 -0.023 -0.438 0.659 0.269
H -0.174 -3.405 -3.077 0.666 -1.740 -0.294
H 0.328 -2.485 -1.794 0.882 -0.078 1.146
O -3.666 -5.561 2.448 -0.231 1.074 0.002
S -3.194 -4.289 1.947 1.670 0.523 -2.593
O -3.283 -3.951 0.508 -0.273 -0.512 4.165
O -3.811 -3.027 2.836 0.044 -1.393 0.265
C -4.044 -3.281 4.240 -2.428 1.167 1.308
C -4.293 -1.889 4.901 1.801 -0.309 -0.544
C -1.472 -4.077 2.537 -0.509 0.141 -0.452
H -3.344 -3.840 4.861 0.973 0.161 -0.826
H -4.954 -3.842 4.452 -0.265 -0.355 -0.991
H -4.556 -1.914 5.959 -0.217 -0.412 -0.123
H -4.946 -1.202 4.364 -0.165 -0.424 -0.124
H -3.289 -1.469 4.864 -0.024 0.692 0.138
H -0.863 -4.932 2.244 -0.293 -0.046 -0.020
H -1.498 -3.944 3.619 -0.045 -0.258 -0.067
H -1.061 -3.171 2.092 -0.199 -0.041 -0.179
O 6.153 -1.319 0.934 1.234 -1.658 -2.775
S 6.639 -2.060 -0.260 0.223 -2.136 -0.813
O 7.563 -3.243 -0.205 -2.371 3.637 0.288
O 5.331 -2.730 -1.116 1.923 1.845 -0.250
C 4.017 -2.162 -0.942 -0.944 -1.487 2.928
C 3.490 -3.055 0.226 -0.560 1.379 -0.933
C 7.208 -0.845 -1.596 -0.222 -0.801 0.910
H 3.240 -2.251 -1.702 1.172 -0.456 -1.129
H 3.963 -1.119 -0.628 0.682 0.156 -0.023
H 2.410 -2.934 0.146 -0.208 -0.267 0.840
H 3.930 -2.666 1.144 -0.317 -0.312 0.177
H 3.764 -4.097 0.057 -0.028 0.149 -0.038
H 7.390 -1.321 -2.559 -0.723 -0.566 0.236
H 8.185 -0.402 -1.399 -0.358 0.247 0.856
H 6.359 -0.162 -1.605 0.389 0.270 -0.215
O 2.348 2.631 3.047 -0.101 0.317 0.664
S 3.649 2.082 3.254 0.474 -1.727 -0.063
O 4.820 2.857 2.866 -1.330 -1.376 1.207
O 3.835 1.508 4.885 0.882 1.834 -4.106
C 2.763 0.825 5.478 0.175 0.462 1.093
C 3.413 0.506 6.795 -0.499 -0.483 1.426
C 3.634 0.433 2.417 1.072 0.757 0.687
H 2.393 -0.073 4.982 0.285 0.053 -0.439
H 1.946 1.529 5.632 -0.266 -0.187 -0.104
H 4.406 0.057 6.762 -0.181 -0.295 -0.629
H 2.750 -0.160 7.347 0.071 -0.035 0.308
H 3.579 1.407 7.385 -0.320 0.126 -0.055
H 2.797 -0.197 2.714 -0.123 0.501 -0.013
H 4.565 -0.032 2.742 0.021 -0.083 -0.184
H 3.670 0.597 1.340 -0.179 0.134 0.149
O -4.392 3.133 2.062 -0.851 0.132 -0.401
S -4.560 4.353 1.323 1.825 2.570 0.201
O -5.004 5.571 2.069 0.762 -3.053 -2.527
O -3.049 4.716 0.727 -2.343 1.288 1.247
C -2.225 3.716 0.217 0.684 -2.537 -0.086
C -0.863 4.248 0.049 1.771 1.031 -0.212
C -5.289 4.124 -0.360 -0.723 0.237 0.800
H -2.606 3.215 -0.673 -0.199 0.439 -0.401
H -2.083 2.868 0.887 -0.518 0.023 0.512
H -0.437 4.559 1.003 -0.281 0.242 0.222
H -0.778 5.105 -0.619 -0.199 0.099 -0.073
H -0.119 3.529 -0.292 -0.594 -0.414 -0.301
H -5.154 5.047 -0.926 0.413 -0.019 0.283
H -6.365 3.950 -0.336 0.064 -0.187 0.444
H -4.818 3.262 -0.833 0.129 0.119 0.277
O 1.177 1.570 -4.679 -0.373 0.715 -0.113
S 0.691 0.240 -4.528 -0.090 -2.942 1.483
O -0.538 -0.108 -3.796 2.583 1.008 -2.478
O 0.635 -0.462 -5.991 -1.541 0.292 1.671
C 1.718 -0.401 -6.862 1.538 1.279 -1.273
C 1.863 -1.694 -7.594 -0.431 -0.278 -0.347
C 2.097 -0.726 -3.801 -0.511 0.619 0.594
H 2.663 -0.054 -6.442 0.078 -0.539 0.994
H 1.624 0.417 -7.577 -0.901 0.072 -0.244
H 2.214 -2.492 -6.940 0.137 -0.040 -0.226
H 2.485 -1.536 -8.475 0.416 -0.197 0.240
H 0.896 -1.979 -8.009 -0.124 -0.112 0.190
H 1.905 -0.774 -2.729 -0.435 -0.017 0.014
H 3.025 -0.158 -3.871 -0.133 0.045 -0.513
H 2.205 -1.744 -4.172 -0.319 0.215 -0.240
O 1.151 6.916 -2.033 1.171 -1.659 -1.880
S 1.815 5.857 -2.802 -1.270 -0.991 1.965
O 3.125 6.040 -3.390 -1.315 -0.074 0.153
O 1.867 4.615 -1.714 1.382 0.570 -1.094
C 2.724 3.461 -1.974 -0.566 -1.592 0.483
C 2.761 2.673 -0.673 1.302 0.822 1.671
C 0.637 4.951 -3.883 -0.037 0.846 -0.979
H 3.730 3.608 -2.369 0.006 1.125 0.358
H 2.323 2.749 -2.695 -0.897 0.558 -0.417
H 3.182 1.668 -0.712 -0.626 -0.296 -0.750
H 1.882 2.724 -0.030 -0.459 -0.415 -0.776
H 3.482 3.099 0.025 0.356 0.677 -0.063
H 1.084 4.033 -4.265 0.157 -0.105 0.645
H 0.345 5.466 -4.799 0.458 0.698 0.077
H -0.323 4.790 -3.392 0.488 -0.173 0.632
O -3.717 -0.732 -0.948 -1.915 0.297 0.790
S -4.721 -0.186 -0.061 0.538 0.123 1.728
O -5.568 0.932 -0.489 0.933 -1.487 0.539
O -5.690 -1.453 0.435 1.376 1.432 -0.335
C -6.759 -1.148 1.366 -0.502 -0.170 -1.707
C -7.450 -2.428 1.655 -0.441 -0.994 0.250
C -3.850 0.234 1.597 -1.031 -0.297 -1.376
H -7.512 -0.626 0.775 0.264 1.022 0.375
H -6.448 -0.643 2.280 0.226 0.182 -0.267
H -7.845 -2.926 0.769 0.460 0.128 -0.340
H -8.372 -2.173 2.178 0.167 -0.184 0.683
H -6.807 -3.140 2.172 -0.249 0.000 0.276
H -3.556 -0.701 2.073 0.033 -0.049 -0.405
H -4.555 0.777 2.226 0.035 0.014 -0.256
H -3.000 0.865 1.335 -0.062 -0.185 -0.166
```
Positions in Å, forces in eV/Å.

Its maximum force is 5.00 eV Å⁻¹. The spin multiplicity is 2. For the gap between HOMO and LUMO (spin up / spin down), the calculation gives 0.205 / 0.203 Ha. The value obtained for the electronic energy is -7224.681090 Ha. Its charge is -1. As for the expectation value of S²: 0.760.



2.
Computed, not measured: C3H3N3OS as an isolated structure at a distorted geometry, with ωB97M-V with the def2-TZVPD basis set.

The geometry in XYZ format:
```
11
Properties=species:S:1:pos:R:3:forces:R:3
C -0.256 0.259 0.399 -0.491 4.288 0.966
C 0.878 1.052 0.480 -1.425 0.735 2.675
C -0.274 -0.826 -0.382 1.189 -4.010 -3.755
H -2.096 0.877 2.201 0.268 0.065 -4.104
H 0.704 2.048 1.036 0.789 -1.301 -1.331
H -2.060 -1.312 -0.702 -2.971 0.877 1.065
N 2.184 -0.711 -0.403 0.186 -0.573 -1.437
N 1.171 -1.154 -0.820 -0.970 -1.216 0.907
N -1.165 -1.544 -0.929 4.377 -0.844 -0.728
O 2.106 0.640 0.313 -0.930 1.108 0.544
S -1.926 0.889 0.440 -0.022 0.871 5.198
```
Positions in Å, forces in eV/Å.

Its maximum force is 5.62 eV Å⁻¹. The spin multiplicity is 1. For the gap between HOMO and LUMO, the calculation gives 0.318 Ha. The value obtained for the electronic energy is -753.616226 Ha. Its charge is 0.



3.
Computed, not measured: a 2-piece molecular cluster, C4H7N3O2S2 overall at a distorted geometry, with ωB97M-V with the def2-TZVPD basis set.

The geometry in XYZ format:
```
18
Properties=species:S:1:pos:R:3:forces:R:3
C 0.286 -0.397 -0.570 -0.652 -0.486 -0.912
C -0.142 0.412 2.168 1.738 -1.194 2.983
C 0.703 -1.337 0.054 0.707 -0.897 -0.642
C 0.122 0.958 -3.000 -1.003 -2.525 2.452
N 0.523 -0.301 2.822 -1.495 1.917 -2.114
N -1.056 1.337 1.989 1.448 0.845 -2.531
N 1.364 -2.313 0.668 1.311 3.343 -0.248
O -2.082 -0.099 -1.682 3.043 1.044 0.078
O -0.836 1.757 -0.593 -0.038 0.851 -1.121
S 1.684 -1.156 3.496 1.339 -1.030 1.211
S -0.771 0.561 -1.429 -2.205 -0.518 0.022
H 0.641 1.840 -2.730 0.978 0.569 -0.371
H 0.591 -0.018 -3.239 0.463 1.039 0.076
H -0.703 1.046 -3.624 -1.249 0.818 -1.574
H -1.009 1.625 0.941 -0.799 -0.096 1.487
H -1.879 0.937 2.321 -2.357 -0.132 0.365
H 1.777 -1.809 1.499 0.116 -1.383 -0.034
H 0.787 -3.043 0.910 -1.344 -2.165 0.872
```
Positions in Å, forces in eV/Å.

Its maximum force is 3.66 eV Å⁻¹. The spin multiplicity is 1. For the gap between HOMO and LUMO, the calculation gives 0.301 Ha. The value obtained for the electronic energy is -1267.555030 Ha. Its charge is 0.



Copy entry 3 word for word.
Computed, not measured: a 2-piece molecular cluster, C4H7N3O2S2 overall at a distorted geometry, with ωB97M-V with the def2-TZVPD basis set.

The geometry in XYZ format:
```
18
Properties=species:S:1:pos:R:3:forces:R:3
C 0.286 -0.397 -0.570 -0.652 -0.486 -0.912
C -0.142 0.412 2.168 1.738 -1.194 2.983
C 0.703 -1.337 0.054 0.707 -0.897 -0.642
C 0.122 0.958 -3.000 -1.003 -2.525 2.452
N 0.523 -0.301 2.822 -1.495 1.917 -2.114
N -1.056 1.337 1.989 1.448 0.845 -2.531
N 1.364 -2.313 0.668 1.311 3.343 -0.248
O -2.082 -0.099 -1.682 3.043 1.044 0.078
O -0.836 1.757 -0.593 -0.038 0.851 -1.121
S 1.684 -1.156 3.496 1.339 -1.030 1.211
S -0.771 0.561 -1.429 -2.205 -0.518 0.022
H 0.641 1.840 -2.730 0.978 0.569 -0.371
H 0.591 -0.018 -3.239 0.463 1.039 0.076
H -0.703 1.046 -3.624 -1.249 0.818 -1.574
H -1.009 1.625 0.941 -0.799 -0.096 1.487
H -1.879 0.937 2.321 -2.357 -0.132 0.365
H 1.777 -1.809 1.499 0.116 -1.383 -0.034
H 0.787 -3.043 0.910 -1.344 -2.165 0.872
```
Positions in Å, forces in eV/Å.

Its maximum force is 3.66 eV Å⁻¹. The spin multiplicity is 1. For the gap between HOMO and LUMO, the calculation gives 0.301 Ha. The value obtained for the electronic energy is -1267.555030 Ha. Its charge is 0.



> Which of these has the lowest charge?

C25H65CuO24S7



> The highest electronic energy belongs to which entry?

C3H3N3OS



> Number 1 is which compound?

C25H65CuO24S7